C31H32F4N7SY | ωB97M-V with the def2-TZVPD basis set

## Properties
E_HOMO in eV: -7.263
Orbital gap in eV: 5.91
Energy above the lowest of the compared OMol25 structures with the same formula, charge and spin in eV: 0.000

The geometry in ORCA input format:
```
! RIJCOSX wB97M-V def2-TZVPD def2/J DEFGRID3
* xyz 0 1
Y 0.118 0.167 0.182
C 1.767 -4.477 -0.871
C 1.562 -2.996 -0.946
N 1.724 -2.200 0.029
N -0.817 -2.047 1.007
C -0.912 -1.810 2.290
N -1.292 -2.754 3.194
S -0.561 -0.213 2.859
C 1.161 -2.368 -2.240
C 1.200 -3.109 -3.408
C 0.929 -2.481 -4.617
C 0.642 -1.133 -4.611
C 0.611 -0.470 -3.391
N 0.846 -1.065 -2.228
H 1.937 -4.783 0.157
H 0.896 -5.001 -1.267
H 2.632 -4.777 -1.466
H -1.029 -3.011 0.763
H -1.261 -3.724 2.930
H -1.129 -2.544 4.163
H 1.457 -4.159 -3.381
H 0.957 -3.040 -5.543
H 0.442 -0.592 -5.525
H 0.385 0.588 -3.351
C -4.951 -0.448 0.184
C -3.436 -0.630 0.313
N -2.594 -0.199 -0.824
C -2.464 -1.191 -1.895
C -3.742 -1.740 -2.531
C -2.983 1.124 -1.319
C -1.817 1.943 -1.823
N -0.833 2.077 -0.757
C -0.286 3.302 -0.496
C 0.325 3.494 0.751
F 0.313 2.443 1.609
C 0.919 4.666 1.143
F 1.459 4.737 2.368
C 0.954 5.765 0.305
C 0.379 5.604 -0.936
F 0.408 6.618 -1.818
C -0.214 4.422 -1.336
F -0.655 4.350 -2.616
H -5.405 -0.668 1.153
H -5.403 -1.113 -0.551
H -5.226 0.576 -0.075
H -3.209 -1.675 0.507
H -3.096 -0.076 1.190
H -1.881 -2.027 -1.496
H -1.858 -0.733 -2.678
H -4.259 -2.429 -1.864
H -3.486 -2.288 -3.441
H -4.437 -0.944 -2.808
H -3.413 1.676 -0.484
H -3.752 1.059 -2.101
H -2.236 2.899 -2.135
H -1.390 1.484 -2.726
H 1.419 6.694 0.599
C 4.740 2.288 -2.915
C 3.328 2.336 -2.983
C 2.580 1.854 -1.945
C 3.172 1.293 -0.781
C 2.354 0.789 0.288
C 3.022 0.454 1.447
C 4.437 0.498 1.563
C 5.205 0.888 0.505
C 4.588 1.316 -0.698
C 5.349 1.800 -1.795
H 5.333 2.670 -3.738
H 2.844 2.782 -3.845
H 1.498 1.948 -1.972
H 2.466 0.123 2.323
H 4.907 0.211 2.498
H 6.287 0.909 0.580
H 6.432 1.796 -1.718
N 2.405 -3.042 2.285
C 2.089 -2.676 1.240
*
```